# 1
Density functional theory data (wB97M-V/def2-TZVPD) for a molecular structure, C35H49Ge2N2S2Sr.

Properties
Multiplicity = 1
E_tot = -6453.6408 hartree
Total charge = -1
ΔE to the lowest compared entry with this formula, charge and spin = 0.0000 eV
E_HOMO = -3.56 eV
LUMO level = 2.42 eV
Gap between HOMO and LUMO = 5.981 eV

Geometry as XYZ:
```
91
Properties=species:S:1:pos:R:3:forces:R:3
Sr 0.906063 -0.027556 0.270353 0.2 0.0 0.2
C -2.877778 1.130619 4.595779 0.0 0.0 0.0
C -2.497654 -0.162969 3.873077 0.0 0.0 0.0
C -1.255574 -0.815184 4.427839 0.0 0.0 0.0
C -1.379114 -1.725335 5.473552 0.0 0.0 0.0
C -0.269273 -2.346815 6.019223 0.0 0.0 0.0
C 0.987052 -2.062844 5.508298 0.0 0.0 0.0
C 1.152953 -1.165395 4.460160 0.0 0.0 0.0
C 2.531854 -0.871287 3.934803 0.0 0.0 0.0
C 3.150132 0.400739 4.513457 0.0 0.0 0.0
C 0.022697 -0.534153 3.926540 0.0 0.0 0.0
N 0.178201 0.348007 2.821663 -0.1 0.0 -0.1
C 0.228002 1.613428 3.073814 0.0 0.0 0.0
C 0.314875 2.658033 2.107720 0.0 0.0 0.0
C 0.318125 4.028162 2.402116 0.0 0.0 0.0
C 0.345079 4.688248 1.174371 0.0 0.0 0.0
C 0.360500 3.678725 0.202912 0.0 0.0 0.0
N 0.332850 2.453202 0.745783 0.0 -0.1 0.0
H -3.825335 1.521841 4.220315 0.0 0.0 0.0
H -2.120794 1.903510 4.454274 0.0 0.0 0.0
H -2.978729 0.955265 5.668771 0.0 0.0 0.0
H -2.363782 0.037070 2.808680 0.0 0.0 0.0
H -3.324031 -0.872391 3.957228 0.0 0.0 0.0
H -2.370194 -1.951676 5.852521 0.0 0.0 0.0
H -0.382538 -3.056080 6.829545 0.0 0.0 0.0
H 1.863551 -2.552303 5.918575 0.0 0.0 0.0
H 2.516227 -0.802692 2.844738 0.0 0.0 0.0
H 3.174219 -1.720226 4.175969 0.0 0.0 0.0
H 2.570242 1.284370 4.244269 0.0 0.0 0.0
H 4.159393 0.541452 4.124188 0.0 0.0 0.0
H 3.198674 0.346272 5.603372 0.0 0.0 0.0
H 0.193792 1.951355 4.115577 0.0 0.0 0.0
H 0.302225 4.464979 3.390054 0.0 0.0 0.0
H 0.363415 5.752215 0.996887 0.0 0.0 0.0
H 0.394832 3.806918 -0.871129 0.0 0.0 0.0
C 4.586000 -2.174484 1.303092 0.0 0.0 0.0
C 3.409400 -1.761225 0.424875 0.0 -0.1 0.0
S 3.621388 -0.152587 -0.289931 0.0 0.0 -0.1
C 2.384141 -2.633597 0.226892 0.0 0.0 0.0
C 2.320982 -3.936869 0.998468 0.0 0.0 0.0
S 1.053951 -2.522975 -0.958179 0.0 0.1 0.0
H 5.355126 -1.407603 1.255794 0.0 0.0 0.0
H 5.019711 -3.116180 0.955367 0.0 0.0 0.0
H 4.314270 -2.311011 2.351354 0.0 0.0 0.0
H 3.093101 -4.031778 1.761351 0.0 0.0 0.0
H 2.405907 -4.784010 0.311776 0.0 0.0 0.0
H 1.346842 -4.030841 1.485385 0.0 0.0 0.0
C -2.801048 3.616184 -2.127040 0.0 0.0 0.0
C -2.249356 2.195890 -2.011998 0.0 0.0 0.0
Ge -2.894889 1.265699 -0.400941 0.0 0.0 0.0
C -2.837797 2.470202 1.157762 0.0 0.0 0.0
C -4.223355 2.974028 1.556057 0.0 0.0 0.0
C -4.733244 0.575192 -0.579879 0.0 0.0 0.0
C -4.677881 -0.759675 -0.414829 0.0 0.0 0.0
Ge -2.731264 -1.200782 -0.385245 0.0 -0.1 0.0
C -2.196243 -1.911370 -2.148959 0.0 0.0 0.0
C -2.125818 -3.434737 -2.243432 0.0 0.0 0.0
C -2.149324 -2.344380 1.112514 0.0 0.0 0.0
C -3.314893 -2.977557 1.873500 0.0 0.0 0.0
C -5.866477 -1.635451 -0.350225 0.0 0.0 0.0
C -7.049621 -1.195820 0.247959 0.0 0.0 0.0
C -8.167208 -2.013843 0.303664 0.0 0.0 0.0
C -8.126314 -3.291889 -0.237717 0.0 0.0 0.0
C -6.954351 -3.745648 -0.826824 0.0 0.0 0.0
C -5.835726 -2.927895 -0.871723 0.0 0.0 0.0
H -2.452529 4.113675 -3.035608 0.0 0.0 0.0
H -2.488095 4.227741 -1.278080 0.0 0.0 0.0
H -3.893855 3.617645 -2.151265 0.0 0.0 0.0
H -1.157469 2.216467 -1.984496 0.0 0.0 0.0
H -2.534658 1.591388 -2.876425 0.0 0.0 0.0
H -2.178602 3.302920 0.907556 0.0 0.0 0.0
H -2.361903 1.960787 1.991494 0.0 0.0 0.0
H -4.703530 3.518606 0.738742 0.0 0.0 0.0
H -4.163009 3.651619 2.412046 0.0 0.0 0.0
H -4.888994 2.151037 1.827846 0.0 0.0 0.0
H -5.680801 1.095457 -0.730222 0.0 0.0 0.0
H -1.214977 -1.495908 -2.387456 0.0 0.0 0.0
H -2.906122 -1.499698 -2.872786 0.0 0.0 0.0
H -1.390253 -3.829053 -1.542254 0.0 0.0 0.0
H -1.813364 -3.747107 -3.242591 0.0 0.0 0.0
H -3.088149 -3.910767 -2.040375 0.0 0.0 0.0
H -1.535909 -1.749405 1.793094 0.0 0.0 0.0
H -1.481444 -3.099228 0.694586 0.0 0.0 0.0
H -4.041064 -2.230575 2.202869 0.0 0.0 0.0
H -2.958833 -3.509954 2.759283 0.0 0.0 0.0
H -3.856333 -3.692214 1.250220 0.0 0.0 0.0
H -7.079094 -0.206358 0.687895 0.0 0.0 0.0
H -9.072141 -1.655907 0.779425 0.0 0.0 0.0
H -8.997794 -3.932643 -0.191297 0.0 0.0 0.0
H -6.908205 -4.742883 -1.246661 0.0 0.0 0.0
H -4.920740 -3.289237 -1.324320 0.0 0.0 0.0
```
Positions in Å, forces in eV/Å.

***

# 2
Density functional theory data (wB97M-V/def2-TZVPD) for a molecular structure, C35H49N3O5P2S2Zn.

Properties
Multiplicity = 1
E_tot = -5162.1171 hartree
E_HOMO = -6.99 eV
LUMO level = 0.28 eV
Gap between HOMO and LUMO = 7.265 eV

Geometry as XYZ:
```
97
Properties=species:S:1:pos:R:3:forces:R:3
Zn -0.200046 0.008645 0.466186 0.0 0.0 0.0
O 3.844184 -1.858165 1.067584 0.0 0.0 0.0
C 3.829447 -2.557088 -0.085257 0.0 0.0 0.0
C 4.876946 -3.455876 -0.298104 0.0 0.0 0.0
C 4.932035 -4.201370 -1.456136 0.0 0.0 0.0
C 3.944095 -4.069145 -2.430852 0.0 0.0 0.0
C 2.908433 -3.183130 -2.223994 0.0 0.0 0.0
C 2.826574 -2.415116 -1.057701 0.0 0.0 0.0
C 1.701862 -1.466168 -0.872886 0.0 0.0 0.0
O 1.657919 -0.775887 0.227759 0.0 0.0 0.0
N 0.833478 -1.369729 -1.843600 0.0 0.0 0.0
N -0.168245 -0.450770 -1.551414 0.0 0.0 0.1
C -0.776106 0.000645 -2.577415 0.0 0.0 -0.1
S -0.283350 -0.394735 -4.206800 0.0 0.0 0.0
C -1.572301 0.617244 -4.993260 0.0 0.0 0.0
C -1.895919 1.779393 -4.072294 0.0 0.0 0.0
S -2.137218 1.086469 -2.416780 0.0 0.0 0.0
H 3.045811 -1.285143 1.052996 0.0 0.0 0.0
H 5.634766 -3.543205 0.468970 0.0 0.0 0.0
H 5.751359 -4.893454 -1.605153 0.0 0.0 0.0
H 3.988469 -4.653374 -3.339854 0.0 0.0 0.0
H 2.129098 -3.059167 -2.963396 0.0 0.0 0.0
H -2.454749 0.005704 -5.178113 0.0 0.0 0.0
H -1.173984 0.968030 -5.944813 0.0 0.0 0.0
H -2.817390 2.282995 -4.361388 0.0 0.0 0.0
H -1.074893 2.495080 -4.029214 0.0 0.0 0.0
C 0.772180 -1.951880 3.260163 0.0 0.0 0.0
C -0.245978 -2.884195 2.592765 0.0 0.0 0.0
C -0.905748 -3.750774 3.663824 0.0 0.0 0.0
P -1.339705 -1.822709 1.549274 0.1 0.0 0.1
C -2.483003 -2.815687 0.493391 0.0 0.0 0.0
C -3.504130 -1.838177 -0.094240 0.0 0.0 0.0
C -3.176313 -4.038321 1.086558 0.0 0.0 0.0
C -2.271989 -0.784109 2.682255 0.0 0.0 0.0
C -3.173303 -1.306086 3.616595 0.0 0.0 0.0
C -3.808167 -0.528705 4.565194 0.0 0.0 0.0
C -4.789993 -1.106682 5.547950 0.0 0.0 0.0
C -3.478356 0.828799 4.576015 0.0 0.0 0.0
C -2.605487 1.381910 3.666675 0.0 0.0 0.0
C -1.989204 0.609651 2.652587 0.0 0.0 0.0
N -1.152445 1.175749 1.715099 0.0 0.0 0.0
C -1.015445 2.584774 1.732601 0.0 0.0 0.0
C -2.073361 3.417441 1.334049 0.0 0.0 0.0
C -3.365786 2.830551 0.839223 0.0 0.0 0.0
C -1.915419 4.795223 1.404968 0.0 0.0 0.0
C -0.726160 5.378252 1.829610 0.0 0.0 0.0
C -0.584307 6.875794 1.898906 0.0 0.0 0.0
C 0.320336 4.538431 2.183184 0.0 0.0 0.0
C 0.192047 3.152949 2.152590 0.0 0.0 0.0
C 1.326719 2.270847 2.590022 0.0 0.0 0.0
H 1.508357 -2.540021 3.810742 0.0 0.0 0.0
H 0.267644 -1.288969 3.967308 0.0 0.0 0.0
H 1.306410 -1.338702 2.535736 0.0 0.0 0.0
H 0.282769 -3.521715 1.874148 0.0 0.0 0.0
H -1.362581 -3.122360 4.429585 0.0 0.0 0.0
H -0.141777 -4.358886 4.153526 0.0 0.0 0.0
H -1.666504 -4.423041 3.273771 0.0 0.0 0.0
H -1.829511 -3.150565 -0.320527 0.0 0.0 0.0
H -4.184056 -1.477763 0.679712 0.0 0.0 0.0
H -4.093248 -2.333441 -0.868226 0.0 0.0 0.0
H -3.022199 -0.968597 -0.545921 0.0 0.0 0.0
H -3.784380 -3.779739 1.954060 0.0 0.0 0.0
H -2.467161 -4.812460 1.375419 0.0 0.0 0.0
H -3.843759 -4.469598 0.336699 0.0 0.0 0.0
H -3.377811 -2.370650 3.601003 0.0 0.0 0.0
H -4.831482 -2.193128 5.465728 0.0 0.0 0.0
H -5.798615 -0.722733 5.379486 0.0 0.0 0.0
H -4.516103 -0.860405 6.575709 0.0 0.0 0.0
H -3.921216 1.474786 5.327554 0.0 0.0 0.0
H -2.382365 2.438665 3.729320 0.0 0.0 0.0
H -3.904826 3.550867 0.222345 0.0 0.0 0.0
H -4.016481 2.543083 1.668659 0.0 0.0 0.0
H -3.182530 1.927993 0.255088 0.0 0.0 0.0
H -2.741035 5.432555 1.100935 0.0 0.0 0.0
H -0.922628 7.349698 0.975518 0.0 0.0 0.0
H 0.452864 7.164851 2.067075 0.0 0.0 0.0
H -1.181421 7.290141 2.713892 0.0 0.0 0.0
H 1.264243 4.968172 2.501982 0.0 0.0 0.0
H 2.161716 2.868155 2.954514 0.0 0.0 0.0
H 1.698632 1.655074 1.765257 0.0 0.0 0.0
H 1.006763 1.589487 3.381033 0.0 0.0 0.0
C 3.034233 4.425923 -1.292270 0.0 0.0 0.0
O 2.357609 3.472165 -0.468669 0.0 0.0 0.0
P 1.330168 2.387068 -1.100832 0.0 0.0 0.0
O 2.190911 1.714238 -2.302552 0.0 0.0 0.0
C 3.400956 1.034745 -1.959250 0.0 0.0 0.0
O 0.458021 3.285617 -2.151858 0.1 0.0 0.0
C -0.460518 4.218351 -1.577789 0.0 0.0 0.0
H 4.023829 4.584177 -0.868041 0.0 0.0 0.0
H 2.484220 5.367832 -1.287201 0.0 0.0 0.0
H 3.125479 4.070248 -2.318817 0.0 0.0 0.0
H 3.382230 0.663388 -0.933057 0.0 0.0 0.0
H 4.247865 1.713710 -2.073144 0.0 0.0 0.0
H 3.510056 0.193956 -2.640801 0.0 0.0 0.0
H -0.050194 4.685882 -0.680540 0.0 0.0 0.0
H -1.395528 3.723065 -1.313705 0.0 0.0 0.0
H -0.647419 4.984776 -2.328673 0.0 0.0 0.0
```
Positions in Å, forces in eV/Å.

***

# 3
Density functional theory data (wB97M-V/def2-TZVPD) for 9 unconnected molecules or ions with the total composition C35H50F3O6 in a non-equilibrium geometry.

Properties
Multiplicity = 1
E_tot = -2114.6111 hartree
Total charge = -1
E_HOMO = -3.00 eV
LUMO level = 2.41 eV
Gap between HOMO and LUMO = 5.406 eV

Geometry as XYZ:
```
94
Properties=species:S:1:pos:R:3:forces:R:3
C -21.498378 -17.471155 -17.942625 0.8 -1.4 0.4
C -22.911926 -17.834212 -18.372853 -1.1 2.7 -1.3
O -23.359569 -17.156743 -19.474650 0.3 -1.1 0.8
H -21.243623 -16.417974 -17.816450 -0.4 0.1 -0.4
H -20.780905 -17.941126 -18.624310 0.2 0.3 -0.1
H -21.341263 -17.944732 -16.961898 0.2 -0.1 0.1
H -23.515192 -17.489469 -17.493891 -0.4 -0.6 0.5
H -23.014450 -18.938456 -18.452020 0.2 -0.4 0.3
F -25.667453 -24.048072 -13.992251 -0.5 0.1 -0.1
C -25.338243 -22.989701 -14.764034 1.6 0.1 0.1
C -26.133517 -21.888646 -14.897465 -1.1 0.4 0.4
C -25.687197 -20.750312 -15.571259 0.9 -0.6 -0.3
C -24.386193 -20.739122 -16.071793 -0.1 -0.1 -0.2
C -23.601358 -21.902286 -16.008875 -0.2 1.5 0.8
C -24.046795 -22.977643 -15.287595 0.0 -0.8 -0.2
H -27.084396 -21.832599 -14.380572 -0.1 -0.3 -0.2
H -26.363953 -19.922976 -15.726390 0.1 0.2 0.3
H -23.940071 -19.834189 -16.467280 -0.2 0.0 -0.3
H -22.576869 -21.853331 -16.352600 0.0 -0.1 -0.1
H -23.346720 -23.788081 -15.126550 -0.3 -0.3 0.1
F -20.484416 -11.973141 -18.986611 0.0 0.3 0.1
C -20.002381 -12.519332 -17.863855 -0.2 -0.4 0.7
C -19.680796 -13.861257 -17.880680 -0.3 0.3 -0.5
C -19.161057 -14.448361 -16.746548 0.5 -0.1 0.1
C -19.011261 -13.749858 -15.537758 -0.5 -0.2 -1.8
C -19.459070 -12.424350 -15.537654 0.1 -1.0 1.2
C -19.940693 -11.804258 -16.677832 0.2 0.4 -0.4
H -19.943914 -14.394747 -18.786776 0.3 -0.3 0.0
H -18.863416 -15.485399 -16.838540 -0.1 -0.1 0.3
H -18.658564 -14.348409 -14.710654 0.0 0.6 0.4
H -19.559421 -11.972805 -14.557657 0.3 0.6 -0.2
H -20.230741 -10.762245 -16.651334 -0.2 0.0 0.0
F -16.588098 -21.038255 -14.269405 0.2 -0.3 -0.6
C -17.486127 -20.157186 -14.749382 -0.9 1.5 1.1
C -17.161576 -19.186229 -15.684439 0.5 -0.8 -0.7
C -18.042133 -18.156473 -15.969149 -0.9 -0.1 0.2
C -19.231788 -18.017506 -15.248569 0.5 -0.2 -0.1
C -19.562585 -18.984586 -14.308745 0.4 0.5 -0.2
C -18.684818 -20.032193 -14.058927 -0.5 -0.2 0.3
H -16.254024 -19.281243 -16.268139 0.1 0.0 0.1
H -17.868955 -17.505909 -16.815945 0.3 0.2 0.2
H -19.864253 -17.156839 -15.409097 -0.1 -0.2 -0.1
H -20.465740 -18.847097 -13.729720 0.0 -0.2 0.0
H -18.974521 -20.683338 -13.243629 0.4 -0.4 -0.1
C -25.712623 -19.675097 -20.292324 -0.5 0.5 -0.1
C -26.517185 -18.609354 -21.012783 0.9 0.4 0.2
O -26.017294 -17.940160 -21.882273 -0.3 -0.2 -0.3
C -27.928816 -18.324587 -20.564458 -0.5 0.4 0.5
H -24.696703 -19.655078 -20.679059 -0.1 -0.2 -0.2
H -26.274815 -20.602556 -20.428892 0.4 -0.3 0.1
H -25.635492 -19.433429 -19.229512 -0.2 0.0 0.0
H -28.023687 -17.246307 -20.420341 0.2 0.0 0.0
H -28.190578 -18.785179 -19.610723 0.0 -0.2 -0.1
H -28.682315 -18.555463 -21.318577 0.2 -0.3 -0.1
C -24.252018 -22.545648 -19.175849 -0.3 -0.2 -0.3
C -23.704131 -22.338750 -20.564184 0.2 -0.4 -0.6
O -24.292341 -22.656812 -21.572823 -0.2 0.1 0.1
C -22.255864 -21.913434 -20.610487 0.3 0.1 1.3
H -23.589903 -23.320526 -18.782923 0.0 0.2 0.6
H -25.263330 -22.949185 -19.154232 0.0 0.1 -0.3
H -24.244423 -21.629852 -18.589368 0.4 -0.1 0.1
H -22.104682 -20.871099 -20.314607 -0.3 0.3 -0.6
H -21.728607 -22.197497 -21.515869 -0.2 0.2 -0.2
H -21.768646 -22.377141 -19.745281 0.1 -0.4 -0.2
C -20.438960 -19.010106 -24.014402 0.3 -1.0 0.2
C -20.465399 -18.496222 -22.598145 -0.7 1.0 -0.6
O -21.087685 -17.487333 -22.369877 0.5 -0.1 0.4
C -19.797491 -19.317528 -21.531898 -0.2 -0.2 0.0
H -19.441263 -19.342667 -24.312522 0.1 0.2 -0.1
H -20.872518 -18.310901 -24.720982 0.0 0.1 0.1
H -21.030339 -19.931514 -23.969815 -0.1 0.0 -0.3
H -19.891724 -20.372909 -21.793745 0.2 0.0 0.1
H -20.299311 -19.134969 -20.583383 0.2 0.1 0.0
H -18.739275 -19.059619 -21.474667 0.0 0.0 0.1
C -23.829122 -12.470286 -17.962582 0.2 1.6 0.0
C -24.106563 -13.713433 -18.707272 0.5 -1.4 -0.1
O -23.511995 -13.942780 -19.731592 -0.2 0.4 -0.3
C -24.982398 -14.751626 -18.073574 -0.1 -0.7 -0.4
H -24.731050 -11.971915 -17.599150 0.0 -0.1 0.1
H -23.321161 -11.827863 -18.684012 0.0 0.2 0.2
H -23.147037 -12.591062 -17.117785 -0.1 -0.4 0.0
H -24.934777 -15.656047 -18.689023 0.1 0.0 -0.2
H -26.016898 -14.429635 -17.949646 0.0 0.2 0.3
H -24.528839 -15.029856 -17.119274 -0.2 0.2 0.2
C -21.967809 -15.376764 -15.171508 0.5 0.2 0.2
C -22.562165 -16.491352 -14.382600 -1.1 -0.4 0.0
O -21.931236 -17.150312 -13.584999 0.2 0.2 0.0
C -24.034236 -16.806838 -14.619784 0.3 -0.2 0.1
H -22.377833 -14.412622 -14.861785 -0.2 0.0 -0.1
H -22.132722 -15.522607 -16.240633 -0.1 0.1 0.1
H -20.903655 -15.347455 -14.956123 0.0 0.0 -0.1
H -24.199801 -17.830450 -14.286356 -0.1 0.0 0.0
H -24.302469 -16.711855 -15.671202 0.0 0.0 0.0
H -24.677483 -16.155383 -14.025338 0.1 0.2 0.0
```
Positions in Å, forces in eV/Å.